{
  "formula": "C6H14NO",
  "method": "ωB97M-V/def2-TZVPD",
  "elements": ["C", "C", "C", "C", "C", "C", "N", "H", "H", "H", "H", "H", "H", "H", "H", "H", "H", "H", "H", "H", "H", "O"],
  "coordinates": [[0.6135, -0.3136, 0.8648], [1.3140, 0.1401, -0.4694], [0.4770, 1.1750, -1.1180], [0.4052, 1.1851, -2.4603], [-0.4523, 3.5046, -0.7127], [-0.0765, 2.2718, -0.3286], [-0.5154, -1.2378, 0.6567], [0.4469, 0.6604, 1.4253], [1.1917, -0.9649, 1.5586], [1.6741, -0.7569, -1.0698], [2.2399, 0.6312, -0.1173], [1.0096, 0.5148, -3.1811], [-0.3164, 1.7773, -3.0221], [-0.7028, 3.5555, -1.7921], [-0.7794, 4.3445, -0.1318], [-0.1361, 2.2473, 0.8140], [-0.2403, -2.0774, 0.9613], [-0.9278, -1.1239, -0.2696], [-1.2584, -1.0922, 1.3534], [-0.8803, -4.9382, 3.0128], [-1.7446, -5.1323, 1.7078], [-1.3418, -4.3705, 2.3181]],
  "nbo_charge": [-0.248, -0.441, -0.128, -0.313, -0.291, -0.275, -0.659, 0.255, 0.221, 0.243, 0.254, 0.218, 0.211, 0.189, 0.225, 0.193, 0.442, 0.454, 0.447, 0.491, 0.490, -0.979],
  "charge": 1,
  "lumo_energy_ev": -3.296,
  "e_tot_ha": -366.661173,
  "relative_energy_kj_mol": 278.5
}